A:
{
  "formula": "C3H10N2O3",
  "method": "the ωB97M-V functional and the def2-TZVPD basis",
  "spin_multiplicity": 1,
  "charge": 0,
  "smiles": "CC(C)=[N+]([O-])O.NO",
  "gap_ev": 9.2,
  "lumo_ev": 0.611,
  "mol_weight_g_mol": 122.12,
  "symbols": ["O", "O", "O", "N", "N", "C", "C", "C", "H", "H", "H", "H", "H", "H", "H", "H", "H", "H"],
  "positions_angstrom": [[0.0216, 2.9590, 1.0704], [2.1345, -0.3975, -0.1858], [0.3719, 0.3433, 1.0319], [-0.6743, 3.3422, 2.2352], [0.7578, -0.4131, 0.0538], [-1.4291, -1.1990, -0.5145], [0.0394, -1.1174, -0.7468], [0.6786, -1.8472, -1.8770], [1.4170, -1.2174, -2.3732], [1.2013, -2.7343, -1.5126], [-1.6867, -0.7307, 0.4322], [0.1556, 1.9523, 1.0498], [-0.1297, 3.0546, 3.0484], [-0.0772, -2.1573, -2.5935], [2.4996, 0.2433, 0.4473], [-1.5660, 2.8505, 2.2560], [-1.7498, -2.2403, -0.5035], [-1.9646, -0.6908, -1.3183]],
  "lowdin_charge": [-0.20, 0.07, -0.10, -0.07, -0.24, 0.00, -0.27, -0.01, 0.09, 0.10, 0.08, 0.03, 0.06, 0.09, 0.13, 0.06, 0.09, 0.10]
}



B:
{
  "formula": "C3H10N2O3",
  "method": "the ωB97M-V functional and the def2-TZVPD basis",
  "spin_multiplicity": 1,
  "charge": 0,
  "smiles": "C[C@](N)(O)N=O.CO",
  "gap_ev": 8.6,
  "lumo_ev": -0.256,
  "mol_weight_g_mol": 122.12,
  "symbols": ["O", "O", "O", "N", "N", "C", "C", "C", "H", "H", "H", "H", "H", "H", "H", "H", "H", "H"],
  "positions_angstrom": [[1.5750, 1.6792, 0.6311], [-0.7943, -0.8948, 0.9385], [-0.5541, 1.5402, -1.1569], [1.3514, -1.3627, 1.5246], [0.7107, 1.0496, 1.1432], [0.8238, -1.3422, -0.7743], [0.5425, -0.6462, 0.5654], [-1.9020, 1.9129, -0.9934], [-2.5040, 1.0758, -0.6217], [1.8299, -1.1227, -1.1407], [0.1096, -1.0428, -1.5453], [-2.2889, 2.2149, -1.9727], [0.6583, -2.4244, -0.7138], [1.1985, -1.0089, 2.4658], [-1.9731, 2.7837, -0.3328], [-0.2941, 0.6774, -0.5197], [2.3376, -1.2600, 1.3003], [-0.8269, -1.8291, 1.2023]],
  "lowdin_charge": [0.02, -0.04, -0.20, 0.08, 0.08, -0.03, -0.60, -0.17, 0.08, 0.09, 0.08, 0.07, 0.09, 0.09, 0.07, 0.08, 0.09, 0.11]
}



Name the least stable of them. A.



A:
{
  "formula": "C9H18N3",
  "method": "the ωB97M-V functional and the def2-TZVPD basis",
  "spin_multiplicity": 1,
  "charge": 1,
  "gap_ev": 7.8,
  "lumo_ev": -3.185,
  "mol_weight_g_mol": 168.26,
  "symbols": ["N", "N", "N", "C", "C", "C", "C", "C", "C", "C", "C", "C", "H", "H", "H", "H", "H", "H", "H", "H", "H", "H", "H", "H", "H", "H", "H", "H", "H", "H"],
  "positions_angstrom": [[-1.0904, 1.9116, -0.4870], [2.4910, 1.6667, -0.9649], [0.5443, -1.0156, 1.1739], [1.1786, -1.0237, 2.4796], [1.1934, -1.9299, 0.2561], [0.2204, 0.2602, 0.7028], [1.5327, 0.8935, -1.0509], [-1.1068, 0.4677, -0.0058], [-2.2825, 0.3216, 0.9562], [-1.3085, -0.3825, -1.2584], [0.9645, 0.2929, -2.2228], [-0.2396, -0.2852, -2.3052], [2.8623, 1.9762, -0.0773], [1.2023, -2.0461, 2.8501], [0.5899, -2.1021, -0.6296], [-3.2381, 0.4541, 0.4535], [-1.9908, 2.1719, -0.9048], [0.3911, 1.0372, 1.4452], [-2.2624, -0.6723, 1.3911], [1.6258, 0.2528, -3.0814], [-0.3309, 1.9754, -1.1871], [1.3469, -2.8830, 0.7565], [2.2059, -0.6430, 2.4481], [2.1679, -1.5389, -0.0692], [-1.3976, -1.4268, -0.9509], [-2.2077, 1.0378, 1.7700], [0.5971, -0.4233, 3.1765], [-0.8824, 2.5479, 0.2904], [-2.2695, -0.1297, -1.7184], [-0.5067, -0.7654, -3.2362]],
  "lowdin_charge": [0.24, 0.16, -0.23, -0.06, -0.06, -0.10, -0.23, -0.48, -0.01, -0.12, -0.09, -0.06, 0.07, 0.09, 0.07, 0.09, 0.18, 0.13, 0.10, 0.12, 0.14, 0.10, 0.10, 0.10, 0.14, 0.10, 0.09, 0.18, 0.13, 0.12]
}



B:
{
  "formula": "C9H18N3",
  "method": "the ωB97M-V functional and the def2-TZVPD basis",
  "spin_multiplicity": 1,
  "charge": 1,
  "smiles": "CN(C)[n+]1cccn1C(C)(C)C",
  "gap_ev": 9.8,
  "lumo_ev": -3.290,
  "mol_weight_g_mol": 168.26,
  "symbols": ["N", "N", "N", "C", "C", "C", "C", "C", "C", "C", "C", "C", "H", "H", "H", "H", "H", "H", "H", "H", "H", "H", "H", "H", "H", "H", "H", "H", "H", "H"],
  "positions_angstrom": [[1.2070, 0.6397, 0.1894], [-0.4296, 0.7872, 0.0171], [1.9664, -0.3550, -0.0328], [2.0186, -1.5125, 0.8849], [1.6336, 1.9532, 0.1747], [-2.7420, 0.4981, -0.3278], [2.4194, -0.5909, -1.3911], [-1.4135, -0.5562, 1.6141], [-0.6690, 2.0161, 0.0118], [-1.5215, -0.1788, 0.1520], [-1.2946, -1.3318, -0.8930], [0.5110, 2.7641, 0.0705], [3.1514, 0.0911, -1.6489], [1.7390, -1.2258, 1.9022], [2.6259, 2.1717, 0.3963], [-3.4100, 1.0392, 0.3222], [-2.2468, -1.9018, -1.1487], [-3.4767, -0.2809, -0.6159], [1.3609, -2.3079, 0.5728], [-2.7431, 1.0024, -1.2690], [-2.0806, -1.3644, 1.8300], [0.5908, 3.8188, 0.1197], [3.0223, -1.4705, -1.2748], [-0.5685, -2.0328, -0.6055], [1.7845, -0.6361, -2.3191], [-1.6100, 0.2769, 2.3877], [-1.6175, 2.4019, 0.0864], [-0.4152, -0.8577, 1.8246], [3.0257, -1.8065, 0.8438], [-0.8182, -1.0509, -1.8738]],
  "lowdin_charge": [0.01, 0.09, -0.21, 0.01, 0.05, -0.07, -0.01, 0.00, -0.07, -0.52, -0.01, 0.01, 0.06, 0.10, 0.13, 0.10, 0.12, 0.11, 0.08, 0.10, 0.09, 0.10, 0.09, 0.04, 0.12, 0.14, 0.12, 0.04, 0.08, 0.10]
}



Name the least stable of them. B.



A:
{
  "formula": "C2H6OS",
  "method": "the ωB97M-V functional and the def2-TZVPD basis",
  "spin_multiplicity": 1,
  "charge": 0,
  "smiles": "C=CO.S",
  "gap_ev": 10.2,
  "lumo_ev": 0.762,
  "mol_weight_g_mol": 78.14,
  "symbols": ["S", "O", "C", "C", "H", "H", "H", "H", "H", "H"],
  "positions_angstrom": [[-0.1338, -1.7169, -2.2686], [1.2489, -0.4321, 0.3868], [0.4485, 0.6386, 0.6332], [-0.6903, 0.8927, 1.2751], [-0.9406, -0.6982, -2.5160], [0.6240, -0.8903, -1.4833], [0.8743, 1.5266, 0.1185], [-1.3059, 1.8366, 1.1750], [1.1210, -1.2481, 0.8948], [-1.2462, 0.0912, 1.7843]],
  "lowdin_charge": [0.48, -0.06, -0.32, -0.01, -0.24, -0.22, 0.12, 0.08, 0.12, 0.05]
}



B:
{
  "formula": "C2H6OS",
  "method": "the ωB97M-V functional and the def2-TZVPD basis",
  "spin_multiplicity": 1,
  "charge": 0,
  "smiles": "C[C@H](O)S",
  "gap_ev": 10.0,
  "lumo_ev": 0.734,
  "mol_weight_g_mol": 78.14,
  "symbols": ["S", "O", "C", "C", "H", "H", "H", "H", "H", "H"],
  "positions_angstrom": [[-0.8801, -0.7322, -1.6957], [-1.3011, 0.6532, 0.6679], [1.0457, 0.1134, 0.3238], [-0.4277, 0.5141, -0.3986], [-1.2272, -0.1918, 1.2121], [1.9828, 0.1670, -0.3617], [0.9705, 0.8094, 1.1759], [-0.7912, -1.8941, -0.8249], [-0.3981, 1.4681, -0.8770], [1.0263, -0.9070, 0.7781]],
  "lowdin_charge": [0.66, -0.13, -0.09, -0.77, 0.12, 0.09, 0.06, -0.08, 0.08, 0.06]
}



Name the least stable of them. A.